(1)
C20H29N3O5S | ωB97M-V with the def2-TZVPD basis set

- HOMO level (eV) = -9.311
- ΔE to the lowest compared entry with this formula, charge and spin (kcal/mol) = 47.6
- HOMO-LUMO gap (eV) = 9.89
- SMILES = CC[C@@H](C)[C@@H](NC(=O)OC(C)(C)C)c1nnc(S(=O)(=O)Cc2cccc(C)c2)o1
- E_LUMO (eV) = 0.58

Cartesian coordinates (Å):
C1 -1.2778 -1.0600 1.7384
H1 -1.5894 -2.0685 1.9999
H2 -2.0966 -0.3842 1.9791
H3 -1.1138 -1.0362 0.6641
C2 -0.0175 -0.6883 2.5123
H4 0.8144 -1.3153 2.1866
H5 -0.1901 -0.8976 3.5703
C3 0.3895 0.7847 2.3997
C4 1.5523 1.0777 3.3452
H6 1.8155 2.1317 3.3185
H7 1.2876 0.8139 4.3659
H8 2.4263 0.5015 3.0522
H9 -0.4655 1.4101 2.6769
C5 0.8039 1.1912 0.9638
N1 1.7999 0.3194 0.3971
C6 3.0027 0.8217 -0.0131
O1 3.3919 1.9272 0.2728
O2 3.6564 -0.1116 -0.7099
C7 4.9909 0.1474 -1.2180
C8 5.9531 0.4183 -0.0624
H10 5.6716 1.3317 0.4540
H11 5.9302 -0.4080 0.6450
H12 6.9636 0.5264 -0.4459
C9 4.9626 1.3197 -2.1974
H13 5.9437 1.4451 -2.6466
H14 4.6911 2.2352 -1.6795
H15 4.2344 1.1312 -2.9833
C10 5.3673 -1.1467 -1.9398
H16 6.3622 -1.0581 -2.3655
H17 5.3516 -1.9805 -1.2431
H18 4.6561 -1.3483 -2.7361
H19 1.4861 -0.5290 -0.0470
C11 -0.3676 1.2945 0.0567
N2 -0.4853 0.7962 -1.1352
N3 -1.7145 1.1242 -1.5785
C12 -2.2822 1.8049 -0.6418
O3 -1.4836 1.9564 0.4268
S1 -3.9721 2.4403 -0.5870
O4 -3.9781 3.7166 -1.2395
O5 -4.3704 2.3812 0.7875
C13 -4.8727 1.2131 -1.5834
C14 -4.6488 -0.1158 -0.9552
C15 -5.2920 -0.4392 0.2344
C16 -5.0249 -1.6460 0.8547
C17 -4.1172 -2.5318 0.2998
C18 -3.4643 -2.2237 -0.8867
C19 -3.7434 -1.0125 -1.5066
H20 -3.2374 -0.7584 -2.4259
C20 -2.4801 -3.1705 -1.5018
H21 -1.6523 -2.6232 -1.9472
H22 -2.0919 -3.8651 -0.7612
H23 -2.9619 -3.7487 -2.2904
H24 -3.9123 -3.4707 0.7936
H25 -5.5229 -1.8957 1.7794
H26 -5.9842 0.2604 0.6755
H27 -4.4580 1.2950 -2.5830
H28 -5.9121 1.5322 -1.5637
H29 1.2763 2.1842 1.0247

These are the Löwdin partial charges, in e, on atoms 1 to 5: number 1, C, carries -0.09; number 2, H, carries 0.08; number 3, H, carries 0.09; number 4, H, carries 0.06; number 5, C, carries -0.21



(2)
CH11O5 | ωB97M-V with the def2-TZVPD basis set

- HOMO level (spin up / spin down) (eV) = -11.359 / -11.359
- 2S+1 = 2
- ΔE to the lowest compared entry with this formula, charge and spin (kcal/mol) = 34.6
- HOMO-LUMO gap (spin up / spin down) (eV) = 11.49 / 7.76
- E_LUMO (spin up / spin down) (eV) = 0.13 / -3.60

Cartesian coordinates (Å):
C1 -0.6257 -0.1635 2.0277
O1 -0.1879 -0.2634 0.7243
H1 -0.5355 -1.1079 2.5772
H2 0.1417 0.3481 2.5710
H3 -1.5251 0.2653 2.2489
H4 -1.0017 1.5658 -0.7681
H5 -0.7255 2.9328 -0.2399
O2 -1.1509 2.5056 -1.0778
H6 1.4534 0.1874 0.9118
H7 1.3428 1.7610 0.8360
O3 1.9844 1.0257 0.9697
H8 -0.8993 -1.6469 0.0843
H9 -0.1356 -3.1107 -0.0405
O4 -0.8959 -2.6045 -0.0407
H10 1.1917 0.1368 -2.5910
H11 0.4436 -0.8163 -1.5977
O5 0.7507 -0.6051 -2.5953

These are the Löwdin partial charges, in e, on atoms 1 to 5: number 1, C, carries -0.13; number 2, O, carries -0.11; number 3, H, carries 0.13; number 4, H, carries 0.10; number 5, H, carries 0.07



(3)
C4H10O2S | ωB97M-V with the def2-TZVPD basis set

- HOMO level (eV) = -8.760
- ΔE to the lowest compared entry with this formula, charge and spin (kcal/mol) = 61.5
- HOMO-LUMO gap (eV) = 9.42
- E_LUMO (eV) = 0.66

Cartesian coordinates (Å):
C1 -0.1261 -2.1986 -0.1698
C2 1.1483 1.8514 0.9387
C3 -0.7958 -1.2348 -1.1367
C4 -0.1817 1.0873 0.4354
O1 1.6205 -0.1109 -1.1177
O2 -1.3940 1.7759 0.2068
S1 0.2287 0.2626 -1.2556
H1 -0.0115 -1.5054 0.6769
H2 -0.6930 -3.0772 0.0865
H3 0.9069 -2.4507 -0.6514
H4 1.5340 1.4049 1.8440
H5 1.7913 1.6768 0.1357
H6 0.8261 2.9322 0.9828
H7 -1.8348 -0.9807 -0.8101
H8 -0.7772 -1.6212 -2.2231
H9 -0.3471 0.1952 1.0887
H10 -1.8948 1.9930 0.9689

These are the Löwdin partial charges, in e, on atoms 1 to 5: number 1, C, carries -0.15; number 2, C, carries -0.03; number 3, C, carries -0.42; number 4, C, carries -0.48; number 5, O, carries -0.53



(4)
C10H27InO5P | ωB97M-V with the def2-TZVPD basis set

- HOMO level (eV) = -3.737
- ΔE to the lowest compared entry with this formula, charge and spin (kcal/mol) = 13.1
- HOMO-LUMO gap (eV) = 6.03
- charge = -1
- E_LUMO (eV) = 2.29

Cartesian coordinates (Å):
C1 -3.6793 0.2628 6.0232
C2 -2.6350 0.6013 4.9438
O1 -3.0388 0.1921 3.6696
C3 -4.0589 1.0508 3.1011
In1 -3.1811 3.0113 2.3894
C4 -1.8315 2.4398 0.6921
H1 -4.2337 -0.6122 5.6818
H2 -3.1922 0.0780 6.9803
H3 -4.3932 1.0804 6.1189
H4 -1.6948 0.0856 5.1581
H5 -2.4200 1.6756 4.9837
H6 -4.9191 1.1574 3.7731
H7 -4.3982 0.5215 2.2084
H8 -2.2112 3.7805 3.6841
H9 -4.4291 4.1120 1.7314
H10 -1.6953 3.2829 0.0168
H11 -2.2871 1.6009 0.1595
H12 -0.8868 2.0842 1.1059
O2 3.0122 -2.0254 -1.4153
P1 2.3742 -0.9878 -2.2361
O3 2.7930 0.4740 -1.7442
C5 4.1521 0.9034 -1.8553
C6 4.5986 1.1177 -3.2903
O4 0.8186 -0.9728 -1.8320
C7 0.2724 -1.9306 -0.9200
C8 0.3237 -1.4491 0.5157
O5 2.1122 -0.6877 -3.7866
C9 2.1230 -1.7880 -4.7197
C10 1.0453 -2.8137 -4.4295
H13 4.8028 0.1817 -1.3529
H14 4.2140 1.8414 -1.3060
H15 4.6225 0.1776 -3.8446
H16 5.5999 1.5496 -3.3164
H17 3.9093 1.7816 -3.8114
H18 0.7799 -2.8900 -1.0329
H19 -0.7653 -2.0850 -1.2197
H20 1.2835 -0.9936 0.7583
H21 0.1493 -2.2792 1.2017
H22 -0.4408 -0.6926 0.6945
H23 3.1107 -2.2571 -4.7132
H24 1.9741 -1.3498 -5.7049
H25 1.2279 -3.3246 -3.4818
H26 1.0239 -3.5679 -5.2170
H27 0.0684 -2.3368 -4.3614

These are the Löwdin partial charges, in e, on atoms 1 to 5: number 1, C, carries -0.09; number 2, C, carries -0.34; number 3, O, carries -0.28; number 4, C, carries -0.33; number 5, In, carries 0.40



(5)
C54H130N6O14 | ωB97M-V with the def2-TZVPD basis set

- HOMO level (eV) = -7.780
- ΔE to the lowest compared entry with this formula, charge and spin (kcal/mol) = 143.9
- HOMO-LUMO gap (eV) = 7.72
- E_LUMO (eV) = -0.06

Cartesian coordinates (Å):
C1 1.0872 -0.6787 0.0867
C2 1.3117 0.6915 -0.6767
C3 0.3903 1.6165 0.1393
C4 0.3597 3.0896 -0.2679
C5 1.7811 3.5831 -0.2998
C6 2.9874 2.6943 -0.8570
N1 2.6975 1.3097 -0.4718
O1 3.7507 0.4189 -0.9283
C7 3.1093 3.0168 -2.3034
C8 4.2415 3.2118 -0.3212
C9 0.6935 0.4533 -2.0941
H1 1.5155 -1.5990 -0.3103
H2 0.0420 -0.8531 0.3422
H3 1.5726 -0.6345 1.0616
H4 -0.6367 1.2675 0.0317
H5 0.5226 1.6063 1.2212
H6 -0.1898 3.7263 0.4254
H7 -0.0076 3.2494 -1.2817
H8 2.0665 3.8134 0.7267
H9 1.7470 4.4282 -0.9874
H10 3.7617 3.8433 -2.5851
H11 3.5936 2.2147 -2.8602
H12 2.1524 3.2003 -2.7920
H13 4.2326 4.2972 -0.2216
H14 4.4286 2.8283 0.6818
H15 5.1442 3.0211 -0.9015
H16 1.1912 -0.2778 -2.7313
H17 0.7581 1.4231 -2.5875
H18 -0.3534 0.1661 -1.9959
H19 4.2743 0.2178 -0.1492
C10 1.0692 -3.1703 9.6881
C11 1.8257 -2.2308 8.6158
C12 2.2705 -3.1294 7.3510
C13 1.1087 -3.5858 6.4910
C14 0.2733 -2.3835 6.0918
C15 -0.2853 -1.5345 7.2631
N2 0.7845 -1.2674 8.2308
O2 0.4005 -0.3965 9.3214
C16 -0.6585 -0.1739 6.6276
C17 -1.4445 -2.2918 7.9662
C18 3.1598 -1.5628 8.9011
H20 0.2282 -3.7733 9.3458
H21 0.6035 -2.7408 10.5751
H22 1.8369 -3.7808 10.1637
H23 3.0494 -2.6294 6.7753
H24 2.7319 -4.0030 7.8115
H25 0.4902 -4.4085 6.8497
H26 1.4468 -4.1411 5.6161
H27 -0.5846 -2.7315 5.5165
H28 0.9782 -1.8193 5.4811
H29 -0.9429 0.6726 7.2526
H30 0.2211 0.2446 6.1384
H31 -1.4791 -0.3964 5.9456
H32 -1.5682 -3.3501 7.7365
H33 -1.4689 -2.2512 9.0551
H34 -2.3088 -1.7094 7.6467
H35 3.0781 -0.7943 9.6698
H36 3.5842 -1.0112 8.0621
H37 3.7875 -2.4105 9.1757
H38 -0.2498 -0.9093 9.8069
C19 -1.3362 -11.9818 -3.2805
C20 -1.9881 -11.3872 -1.9828
C21 -1.6311 -12.3839 -0.7763
C22 -1.8099 -11.6972 0.6351
C23 -1.3751 -10.1932 0.7452
C24 -1.6008 -9.3311 -0.5017
N3 -1.3606 -10.0614 -1.7610
O3 -1.6160 -9.3043 -2.9206
C25 -3.0095 -8.6403 -0.3226
C26 -0.5201 -8.2542 -0.3762
C27 -3.6255 -11.4127 -2.0502
H39 -1.4165 -11.3040 -4.1303
H40 -1.7957 -12.8551 -3.7436
H41 -0.2629 -12.1619 -3.2204
H42 -2.3621 -13.1888 -0.7010
H43 -0.5937 -12.6786 -0.9347
H44 -1.4259 -12.3067 1.4531
H45 -2.8200 -11.6013 1.0333
H46 -0.3282 -10.2933 1.0316
H47 -1.8565 -9.7556 1.6197
H48 -3.3313 -8.1318 -1.2314
H49 -3.7450 -9.3540 0.0488
H50 -2.7813 -7.7478 0.2600
H51 -0.3489 -7.9775 0.6641
H52 0.4471 -8.5551 -0.7788
H53 -0.8592 -7.4011 -0.9637
H54 -4.1272 -12.3672 -2.2094
H55 -4.0314 -10.8375 -2.8824
H56 -3.9948 -11.1525 -1.0583
H57 -0.8803 -9.5385 -3.4911
C28 0.7090 -7.0779 -10.5628
C29 1.8124 -6.8882 -9.5087
C30 2.6733 -5.6421 -9.8955
C31 3.5675 -4.9506 -8.8872
C32 2.7165 -4.6447 -7.6647
C33 2.0340 -5.8730 -6.9887
N4 1.3249 -6.6590 -8.1446
O4 0.3913 -7.6133 -7.6564
C34 2.9971 -6.9005 -6.2796
C35 1.0332 -5.3467 -5.8976
C36 2.6978 -8.0843 -9.5001
H58 0.1567 -8.0111 -10.4531
H59 1.1777 -7.1160 -11.5461
H60 -0.0291 -6.2974 -10.7474
H61 3.3445 -5.9770 -10.6863
H62 2.0420 -4.8688 -10.3332
H63 4.2112 -4.1745 -9.3012
H64 4.3439 -5.6347 -8.5449
H65 1.9926 -3.8624 -7.8925
H66 3.4093 -4.2514 -6.9206
H67 3.5022 -6.1804 -5.6359
H68 2.5150 -7.7067 -5.7268
H69 3.7550 -7.3548 -6.9178
H70 0.1380 -4.9279 -6.3574
H71 0.8513 -6.0403 -5.0767
H72 1.6771 -4.6063 -5.4228
H73 2.3673 -8.9271 -8.8931
H74 3.7443 -8.0719 -9.1955
H75 2.6987 -8.4436 -10.5292
H76 -0.4559 -7.1936 -7.8228
C37 -0.3967 9.2661 6.7952
C38 -0.8853 8.4996 5.5244
C39 -2.2324 7.7531 5.8710
C40 -3.5015 8.4665 5.7955
C41 -3.4793 9.2757 4.4436
C42 -2.3031 10.2783 4.2937
N5 -1.0932 9.4639 4.4197
O5 0.0512 10.2037 4.1788
C43 -2.3288 10.8878 2.8614
C44 -2.5239 11.3584 5.3086
C45 0.0847 7.4277 5.0740
H77 -0.4328 8.5162 7.5854
H78 -1.1935 9.9751 7.0203
H79 0.6450 9.5827 6.8456
H80 -2.3873 6.8512 5.2787
H81 -2.1472 7.4565 6.9164
H82 -3.5590 9.0751 6.6979
H83 -4.3760 7.8159 5.7811
H84 -4.4110 9.7474 4.1313
H85 -3.3791 8.5437 3.6423
H86 -2.3044 10.1518 2.0578
H87 -3.3328 11.2829 2.7065
H88 -1.6888 11.7584 2.7178
H89 -1.5759 11.7939 5.6245
H90 -3.1549 12.0338 4.7309
H91 -3.0295 10.9923 6.2022
H92 1.0249 7.8805 4.7594
H93 -0.2464 6.9349 4.1599
H94 0.3024 6.5808 5.7248
H95 0.0957 10.2583 3.2214
C46 -5.9585 4.3376 -0.8074
C47 -6.2041 4.4594 -2.3073
C48 -7.6287 4.0047 -2.7433
C49 -8.7240 5.0255 -2.6929
C50 -8.3455 6.4309 -3.2386
C51 -6.9379 6.8218 -2.7282
N6 -5.9617 5.7584 -2.9205
O6 -4.5678 6.1629 -2.6623
C52 -6.5574 7.9167 -3.7079
C53 -7.1395 7.5335 -1.3556
C54 -5.2723 3.5372 -3.0893
H96 -5.6453 3.3377 -0.5071
H97 -6.8644 4.4523 -0.2122
H98 -5.1838 5.0359 -0.4907
H99 -7.7150 3.6314 -3.7638
H100 -7.9640 3.2084 -2.0788
H101 -9.0012 4.9629 -1.6406
H102 -9.6426 4.6769 -3.1649
H103 -9.1645 7.1112 -3.0050
H104 -8.3963 6.2619 -4.3142
H105 -7.3131 8.6933 -3.5900
H106 -5.5879 8.3350 -3.4372
H107 -6.5326 7.5799 -4.7443
H108 -6.2142 7.6775 -0.7977
H109 -7.5593 8.5293 -1.4976
H110 -7.8446 7.1007 -0.6461
H111 -5.4906 3.4488 -4.1535
H112 -5.3508 2.4944 -2.7817
H113 -4.2038 3.7188 -2.9733
H114 -4.1355 5.9291 -3.4869
O7 9.4923 2.6834 -2.8668
H115 8.6667 3.1639 -2.9275
H116 9.3478 1.8915 -3.3847
O8 9.1659 1.6291 0.8990
H117 9.5450 1.8163 0.0402
H118 9.6632 2.1776 1.5056
O9 5.7941 1.1416 -7.1628
H119 6.1977 0.4847 -6.5955
H120 5.3756 0.6338 -7.8579
O10 5.1883 9.1396 2.2424
H121 5.1726 8.3147 2.7276
H122 4.2736 9.2981 2.0088
O11 8.5702 6.9915 1.4816
H123 8.2762 6.6373 0.6423
H124 8.1029 7.8224 1.5684
O12 7.0709 -1.0977 2.5264
H125 7.5378 -1.8226 2.1110
H126 7.4754 -0.3108 2.1610
O13 7.6744 -0.5547 -3.0598
H127 7.9478 -1.4719 -3.0448
H128 6.8659 -0.5369 -2.5478
O14 3.8645 1.9291 4.6614
H129 3.6154 1.4817 3.8527
H130 4.8069 1.7795 4.7379

These are the Löwdin partial charges, in e, on atoms 1 to 5: number 1, C, carries -0.05; number 2, C, carries -0.43; number 3, C, carries -0.17; number 4, C, carries -0.18; number 5, C, carries -0.13



(6)
C3H7N3 | ωB97M-V with the def2-TZVPD basis set

- HOMO level (spin up / spin down) (eV) = -7.978 / -7.892
- ΔE to the lowest compared entry with this formula, charge and spin (kcal/mol) = 124.3
- HOMO-LUMO gap (spin up / spin down) (eV) = 8.54 / 8.42
- E_LUMO (spin up / spin down) (eV) = 0.56 / 0.53

Cartesian coordinates (Å):
C1 -1.1707 -0.5087 0.1400
C2 -0.2209 0.6663 0.3903
C3 0.2943 -0.4076 -0.5258
N1 2.8726 -0.1673 0.1172
N2 3.3568 0.9065 0.1278
N3 1.3237 -1.2634 -0.2572
H1 -1.3477 -1.2627 0.8546
H2 -2.0041 -0.3587 -0.4390
H3 -0.4164 1.5663 -0.1619
H4 0.2292 0.7859 1.4226
H5 0.2267 -0.0551 -1.6003
H6 3.2658 -0.9664 0.5280
H7 1.3564 -1.6376 0.6178

These are the Löwdin partial charges, in e, on atoms 1 to 5: number 1, C, carries -0.07; number 2, C, carries -0.15; number 3, C, carries -0.42; number 4, N, carries -0.09; number 5, N, carries 0.12



(7)
C6H12N2 | ωB97M-V with the def2-TZVPD basis set

- HOMO level (eV) = -8.249
- ΔE to the lowest compared entry with this formula, charge and spin (kcal/mol) = 81.4
- HOMO-LUMO gap (eV) = 9.12
- SMILES = C=C/C=C\C(C)(N)N
- E_LUMO (eV) = 0.87

Cartesian coordinates (Å):
C1 -0.7313 0.9033 0.2666
C2 -0.7817 0.5877 1.7560
N1 -1.8383 1.6939 -0.1564
N2 0.5196 1.4006 -0.1021
C3 -0.9890 -0.7152 -0.5486
C4 -0.0140 -1.3861 -1.0958
C5 1.4964 -1.0014 -0.9440
C6 2.2296 -1.6540 -0.0187
H1 -1.8180 1.9158 -1.1446
H2 -2.3543 2.1683 0.5734
H3 0.5071 1.7388 -1.0626
H4 1.2917 0.4724 -0.2794
H5 -2.0451 -0.9191 -0.6460
H6 -0.1378 -2.1763 -1.8289
H7 1.9629 -0.7878 -1.9039
H8 -0.6894 1.5119 2.3253
H9 -1.7283 0.1126 2.0082
H10 0.0373 -0.0708 2.0258
H11 1.7954 -1.9590 0.9224
H12 3.2870 -1.8356 -0.1465

These are the Löwdin partial charges, in e, on atoms 1 to 5: number 1, C, carries -0.65; number 2, C, carries -0.05; number 3, N, carries 0.07; number 4, N, carries 0.04; number 5, C, carries -0.01



(8)
C4H9NO2 | ωB97M-V with the def2-TZVPD basis set

- HOMO level (eV) = -9.946
- ΔE to the lowest compared entry with this formula, charge and spin (kcal/mol) = 29.7
- HOMO-LUMO gap (eV) = 10.88
- SMILES = C[C@@H](O)C/N=C/O
- E_LUMO (eV) = 0.93

Cartesian coordinates (Å):
C1 -2.2324 -0.6926 -0.0513
C2 -0.8505 -0.2819 -0.5192
O1 -0.8908 1.1144 -0.7580
C3 0.2278 -0.6055 0.5167
N1 1.5257 -0.2163 0.0045
C4 2.0400 0.8456 0.4547
O2 3.2209 1.3003 0.0077
H1 -2.2735 -1.7698 0.1396
H2 -2.9756 -0.4414 -0.8131
H3 -2.4929 -0.1575 0.8681
H4 -0.5969 -0.8180 -1.4475
H5 -0.0414 1.3565 -1.1494
H6 -0.0339 -0.0948 1.4580
H7 0.2407 -1.6837 0.7129
H8 3.5145 0.6450 -0.6475
H9 1.6183 1.4996 1.2238

These are the Löwdin partial charges, in e, on atoms 1 to 5: number 1, C, carries -0.05; number 2, C, carries -0.46; number 3, O, carries -0.04; number 4, C, carries -0.21; number 5, N, carries 0.04